Here is a structure of composition C38H42N2O5P2PtS at a distorted geometry from the OMol25 dataset. Energies are from the ωB97M-V functional and the def2-TZVPD basis.

The calculation puts the frontier orbital gap at 9.172 eV. Its spin multiplicity is 1. Its energy relative to the best compared isomer or geometry (same formula, charge and spin) is 0.407 eV. The total energy comes out at -3158.7928 hartree. The net charge is +2. For the molar mass, the calculation gives 895.86 Da.

Last column: Löwdin charge in e.
CARTESIAN COORDINATES (ANGSTROEM)
Pt (0.007, 0.607, -1.002)  1.153
S (-2.493, 2.179, -2.009)  1.014
P (0.396, -1.266, 1.869)  0.786
P (-2.164, 0.167, 1.351)  0.796
O (0.984, -1.782, -2.093)  0.031
O (3.119, -1.616, -1.467)  0.074
O (-1.779, 0.245, -0.126)  -0.517
O (0.777, -0.589, 0.579)  -0.450
O (-0.951, 1.985, -2.120)  -0.673
N (1.622, 1.114, -1.990)  0.048
N (3.886, -3.851, -2.531)  0.019
C (-3.298, 0.733, -2.769)  -0.356
C (0.302, -3.920, 2.716)  -0.078
C (1.747, 0.796, 3.067)  -0.066
C (3.622, 1.700, -3.497)  -0.210
C (2.250, 1.499, 4.152)  -0.059
C (1.918, -5.558, 2.030)  -0.049
C (2.449, -3.615, -2.612)  -0.142
C (1.041, -0.384, 3.282)  -0.286
C (-4.714, 0.909, 2.163)  -0.054
C (0.790, -5.216, 2.763)  -0.053
C (-1.608, 1.557, 2.317)  -0.304
C (2.076, -3.309, 1.194)  -0.059
C (3.571, 1.382, -4.855)  -0.019
C (-0.709, 3.691, 3.837)  -0.047
C (2.094, -2.248, -2.036)  -0.548
C (2.047, 1.026, 5.441)  -0.054
C (2.560, -4.606, 1.248)  -0.057
C (-3.932, -0.004, 1.458)  -0.278
C (-5.908, -1.210, 0.800)  -0.055
C (4.734, 2.332, -2.941)  -0.014
C (5.758, 2.339, -5.113)  -0.043
C (1.347, -0.156, 5.655)  -0.056
C (-6.685, -0.302, 1.512)  -0.044
C (0.846, -0.865, 4.577)  -0.073
C (-2.183, 3.078, -4.649)  -0.109
C (-6.092, 0.752, 2.190)  -0.049
C (2.509, 1.371, -2.663)  -0.042
C (-4.533, -1.063, 0.770)  -0.081
C (0.944, -2.964, 1.929)  -0.269
C (-0.603, 3.735, 2.455)  -0.048
C (-1.267, 2.584, 4.466)  -0.051
C (-1.052, 2.669, 1.690)  -0.067
C (-2.344, -0.239, -3.444)  -0.109
C (-2.741, 3.424, -3.280)  -0.370
C (-1.718, 1.518, 3.710)  -0.086
C (5.802, 2.649, -3.759)  -0.049
C (-1.418, -1.320, 2.051)  -0.268
C (4.648, 1.706, -5.660)  -0.052
H (-1.350, 2.554, 5.544)  0.120
H (-4.254, 1.739, 2.684)  0.108
H (-6.702, 1.457, 2.738)  0.118
H (1.896, -4.349, -2.024)  0.131
H (-0.582, -3.668, 3.289)  0.104
H (-3.821, 3.587, -3.284)  0.103
H (-3.847, 0.261, -1.954)  0.071
H (4.753, 2.570, -1.886)  0.124
H (1.203, -0.528, 6.660)  0.116
H (4.623, 1.468, -6.714)  0.117
H (2.700, 0.889, -5.265)  0.123
H (1.897, 1.155, 2.057)  0.108
H (-2.154, 0.660, 4.208)  0.119
H (0.319, -1.797, 4.750)  0.107
H (2.803, 2.415, 3.991)  0.116
H (2.445, 1.575, 6.285)  0.116
H (6.596, 2.593, -5.748)  0.119
H (-1.795, -2.177, 1.486)  0.090
H (-0.357, 4.525, 4.431)  0.119
H (6.671, 3.140, -3.343)  0.117
H (2.299, -6.570, 2.071)  0.117
H (-7.760, -0.421, 1.538)  0.119
H (-2.277, 4.319, -2.864)  0.097
H (-1.741, 0.248, -4.208)  0.074
H (2.573, -2.555, 0.599)  0.094
H (-0.172, 4.601, 1.971)  0.117
H (-0.968, 2.703, 0.611)  0.074
H (-1.148, 2.748, -4.573)  0.075
H (4.341, -3.788, -3.432)  0.097
H (4.112, -4.752, -2.135)  0.089
H (3.888, -2.224, -1.604)  0.102
H (0.291, -5.959, 3.370)  0.117
H (-4.022, 1.143, -3.475)  0.094
H (-2.209, 3.969, -5.275)  0.091
H (-3.929, -1.769, 0.211)  0.113
H (-1.674, -0.713, -2.728)  0.046
H (-6.376, -2.030, 0.273)  0.117
H (-2.933, -1.021, -3.922)  0.094
H (-2.769, 2.307, -5.146)  0.078
H (3.447, -4.878, 0.689)  0.109
H (-1.720, -1.431, 3.095)  0.085
H (2.048, -3.660, -3.625)  0.132

---

Here is an isolated molecule of C3H5N3OS at a distorted geometry from the OMol25 dataset. Energies are from the ωB97M-V functional and the def2-TZVPD basis.

The calculation puts the frontier orbital gap (spin up / spin down) at 6.120 / 6.133 eV. Its spin multiplicity is 3. Its energy relative to the best compared isomer or geometry (same formula, charge and spin) is 2.167 eV. The total energy comes out at -754.7726 hartree. For the molar mass, the calculation gives 131.16 Da.

Last column: Löwdin charge in e.
CARTESIAN COORDINATES (ANGSTROEM)
S (-0.028, -1.718, 0.675)  0.836
O (1.307, -2.230, 0.696)  -0.402
N (-0.161, 1.346, 0.049)  -0.039
N (-0.317, -1.002, 2.194)  -0.215
N (-0.357, 2.069, -1.001)  -0.006
C (0.146, 0.074, -0.288)  -0.339
C (0.212, 0.009, -1.643)  -0.115
C (-0.171, 1.315, -2.055)  -0.172
H (0.435, -0.827, 2.854)  0.054
H (-0.903, -1.610, 2.795)  0.051
H (-0.180, 1.732, -3.102)  0.117
H (0.365, -0.968, -2.080)  0.092
H (-0.347, 1.810, 0.906)  0.137

---

Here is a structure of composition C49H63N4O3S4ScSiTe at a distorted geometry from the OMol25 dataset. Energies are from the ωB97M-V functional and the def2-TZVPD basis.

The calculation puts the frontier orbital gap (spin up / spin down) at 3.940 / 4.030 eV. Its spin multiplicity is 1. Its energy relative to the best compared isomer or geometry (same formula, charge and spin) is 1.452 eV. The total energy comes out at -5261.1034 hartree. The net charge is -2. For the molar mass, the calculation gives 1084.98 Da.

Last column: Löwdin charge in e.
CARTESIAN COORDINATES (ANGSTROEM)
Te (1.791, 0.867, -2.044)  1.016
Sc (0.570, -0.495, 1.294)  0.754
S (3.475, -0.895, -1.893)  0.500
S (0.304, -1.351, -1.335)  0.449
S (-1.141, 1.396, 0.252)  0.420
S (4.580, 1.477, -4.054)  0.881
Si (-1.928, 1.941, -1.563)  -0.161
O (-3.326, 2.826, -1.350)  -0.176
O (-0.962, 2.930, -2.496)  -0.195
O (-2.271, 0.680, -2.564)  -0.162
N (-0.213, 0.437, 3.040)  -0.033
N (1.847, 1.548, 1.715)  0.009
N (1.898, -2.145, 2.103)  -0.047
N (-1.330, -1.635, 1.738)  -0.001
C (1.441, -4.169, 3.462)  -0.015
C (-2.896, -3.452, 1.589)  -0.096
C (2.739, 4.160, 2.265)  -0.110
C (-1.866, -1.286, 2.967)  -0.225
C (-4.719, 1.111, -0.237)  -0.041
C (-1.229, 0.524, -4.725)  -0.033
C (2.869, -0.885, 4.032)  -0.045
C (-4.254, 3.346, 0.800)  -0.039
C (1.246, -2.470, -2.301)  -0.676
C (-3.311, -0.726, -4.123)  -0.033
C (3.155, -1.753, 2.795)  -0.608
C (5.427, 2.969, -4.164)  -0.464
C (2.608, -2.264, -2.572)  -0.661
C (3.844, 3.346, -2.519)  -0.279
C (3.519, 2.050, -2.816)  -0.877
C (-4.464, 2.596, -0.515)  -0.657
C (1.224, 2.316, 2.686)  -0.256
C (-3.393, 1.756, -4.450)  -0.028
C (1.672, 3.641, 2.934)  -0.043
C (-1.643, 1.806, 5.025)  -0.114
C (0.247, 4.466, -1.052)  -0.041
C (0.142, 1.731, 3.395)  -0.276
C (4.082, -2.910, 3.220)  -0.067
C (3.301, -3.164, -3.385)  -0.131
C (1.308, -4.459, -3.693)  -0.116
C (0.445, -6.097, 2.416)  -0.052
C (0.346, -5.379, 1.222)  -0.281
C (-1.385, -0.085, 3.560)  -0.252
C (-1.683, 5.272, -2.441)  -0.033
C (-0.290, -6.009, 0.008)  -0.049
C (0.612, -3.566, -2.894)  -0.141
C (-0.541, 2.397, 4.422)  -0.057
C (0.412, 4.504, -3.559)  -0.031
C (-1.883, -2.675, 1.092)  -0.174
C (-2.870, -2.090, 3.559)  -0.049
C (-0.514, 4.285, -2.366)  -0.639
C (-2.092, 0.572, 4.568)  -0.059
C (-2.546, 0.581, -3.956)  -0.646
C (0.994, -5.484, 3.533)  -0.290
C (1.148, -6.249, 4.826)  -0.072
C (4.929, 3.876, -3.281)  -0.225
C (2.906, 2.088, 1.094)  -0.224
C (1.413, -3.426, 2.263)  -0.304
C (3.407, 3.345, 1.319)  -0.103
C (-3.381, -3.165, 2.891)  -0.104
C (-5.660, 3.179, -1.268)  -0.044
C (2.661, -4.263, -3.938)  -0.119
C (0.829, -4.087, 1.158)  -0.019
C (3.979, -0.946, 1.776)  -0.075
H (0.037, -7.043, -0.125)  0.069
H (-0.618, -0.302, -4.356)  0.072
H (4.265, 3.696, 0.763)  0.083
H (-0.405, 4.244, -0.205)  0.068
H (-2.840, 2.689, -4.327)  0.075
H (-3.227, -1.852, 4.552)  0.091
H (2.328, 0.018, 3.753)  0.049
H (4.507, -1.622, 1.102)  0.073
H (-2.719, -1.545, -3.708)  0.084
H (-5.900, 2.556, -2.135)  0.071
H (3.803, -0.597, 4.529)  0.078
H (3.318, 3.912, -1.756)  0.079
H (-6.537, 3.227, -0.616)  0.077
H (-3.359, 2.959, 1.293)  0.057
H (-3.010, 0.156, 4.958)  0.084
H (-4.119, 4.414, 0.605)  0.081
H (4.351, -2.977, -3.584)  0.093
H (-2.179, 2.329, 5.809)  0.082
H (0.625, 5.489, -0.963)  0.086
H (1.085, 3.766, -1.001)  0.051
H (1.140, 4.258, 3.644)  0.088
H (0.881, 5.492, -3.515)  0.085
H (-2.169, 5.204, -3.419)  0.081
H (-5.115, 3.210, 1.461)  0.079
H (3.396, 1.475, 0.352)  0.050
H (-1.318, 6.292, -2.297)  0.080
H (-1.492, -2.876, 0.102)  0.068
H (0.808, -3.552, 0.216)  0.067
H (-4.141, -3.786, 3.350)  0.085
H (2.144, -6.700, 4.882)  0.071
H (3.324, -0.345, 1.158)  0.000
H (0.788, -5.305, -4.131)  0.091
H (4.038, -3.730, 2.499)  0.088
H (-3.514, -0.927, -5.179)  0.079
H (-3.647, 1.624, -5.506)  0.081
H (-5.676, 0.990, 0.277)  0.083
H (-4.258, -0.674, -3.580)  0.079
H (1.784, -3.700, 4.376)  0.096
H (-0.447, -3.707, -2.709)  0.096
H (-0.158, 4.420, -4.488)  0.082
H (0.414, -7.054, 4.905)  0.063
H (-0.225, 3.378, 4.742)  0.080
H (-5.418, 4.185, -1.620)  0.081
H (5.108, -2.531, 3.250)  0.074
H (3.214, -4.948, -4.571)  0.087
H (-1.416, 0.387, -5.795)  0.082
H (4.702, -0.286, 2.267)  0.090
H (1.037, -5.591, 5.690)  0.068
H (-3.290, -4.272, 1.004)  0.080
H (0.102, -7.127, 2.469)  0.099
H (5.307, 4.886, -3.177)  0.086
H (3.850, -3.304, 4.209)  0.062
H (2.249, -1.441, 4.741)  0.077
H (-1.380, -6.011, 0.114)  0.069
H (-4.739, 0.552, -1.177)  0.078
H (-2.421, 5.035, -1.678)  0.068
H (-0.676, 1.450, -4.571)  0.068
H (-4.313, 1.830, -3.866)  0.073
H (-3.923, 0.695, 0.381)  0.056
H (1.193, 3.741, -3.566)  0.061
H (6.246, 3.084, -4.859)  0.045
H (3.064, 5.177, 2.449)  0.086
H (-0.038, -5.451, -0.894)  0.054

---

Here is a cluster of 5 separate species, C6H18O4 in total at a distorted geometry from the OMol25 dataset. Energies are from the ωB97M-V functional and the def2-TZVPD basis.

The calculation puts the frontier orbital gap (spin up / spin down) at 10.438 / 5.153 eV. Its spin multiplicity is 2. Its energy relative to the best compared isomer or geometry (same formula, charge and spin) is 4.132 eV. The total energy comes out at -539.8652 hartree. The net charge is +1. For the molar mass, the calculation gives 154.21 Da.

Last column: Löwdin charge in e.
CARTESIAN COORDINATES (ANGSTROEM)
O (-0.937, -0.923, -2.857)  0.035
O (-2.007, -0.971, -0.252)  0.019
O (-1.854, -0.254, 2.015)  -0.052
O (-0.289, -3.888, -1.351)  -0.034
C (0.462, 1.712, -0.235)  -0.174
C (-0.335, 2.635, 0.723)  -0.094
C (1.238, 0.350, 1.624)  -0.017
C (0.986, -0.951, 1.563)  0.161
C (2.774, 0.938, -0.314)  0.200
C (1.684, 1.080, 0.382)  -0.242
H (-0.192, 2.607, 1.762)  0.036
H (-0.814, -0.138, -3.306)  0.023
H (-1.445, -1.161, 1.908)  0.044
H (3.483, 0.278, 0.188)  0.121
H (0.683, 2.273, -1.223)  0.155
H (-0.316, 0.891, -0.478)  0.108
H (-2.412, -1.626, -0.641)  -0.011
H (-0.267, -1.376, -3.261)  0.010
H (1.171, -1.752, 0.834)  0.118
H (-1.972, -0.084, 1.091)  -0.037
H (2.908, 1.473, -1.152)  0.068
H (-0.831, -3.320, -1.907)  0.020
H (0.206, -1.231, 2.348)  0.114
H (-0.089, 3.752, 0.459)  0.120
H (1.001, 1.059, 2.480)  0.166
H (-1.261, -0.514, -0.676)  0.032
H (-0.119, -3.569, -0.469)  0.010
H (-1.457, 2.711, 0.745)  0.102